The following is a DFT calculation (ωB97M-V/def2-TZVPD) of 5 unconnected molecules or ions with the total composition C25H57N3O16P5 at a distorted geometry.

The total charge is +1. The value obtained for the frontier orbital gap is 0.2925 Eh.

XYZ file:
```
106
Properties=species:S:1:pos:R:3:mulliken_charge:R:1
C 3.74 -4.09 -4.97 -1.478
C 2.56 -3.83 -3.96 1.049
C 1.28 -4.48 -4.29 -1.139
C 0.13 -4.23 -3.38 -0.279
C 0.26 -3.41 -2.19 -0.888
C 1.55 -2.77 -1.90 -0.465
C 2.70 -2.96 -2.77 0.510
C 4.10 -2.31 -2.56 -0.772
C 4.10 -1.11 -1.51 -0.094
C 5.67 -0.93 -1.25 -0.715
N 6.05 -0.22 -2.52 -0.323
C 4.98 0.63 -2.89 0.173
N 5.04 1.58 -3.78 -0.210
N 3.86 0.25 -2.07 0.136
P 3.83 1.63 -0.92 0.025
C 3.85 1.08 0.87 -0.664
C 2.31 2.70 -1.12 -0.827
H 3.72 -5.16 -5.30 0.422
H 4.74 -3.86 -4.54 0.281
H 3.57 -3.43 -5.87 0.285
H 1.14 -5.11 -5.19 0.572
H -0.82 -4.73 -3.69 0.368
H -0.61 -3.27 -1.50 0.390
H 1.64 -2.13 -0.99 0.207
H 4.39 -1.88 -3.57 0.313
H 4.90 -3.06 -2.32 0.397
H 3.47 -1.27 -0.61 0.563
H 6.18 -1.90 -1.04 0.400
H 5.99 -0.20 -0.47 0.282
H 6.36 -0.83 -3.28 0.327
H 4.23 2.02 -4.21 0.289
H 5.97 1.86 -4.09 0.274
H 4.83 0.66 1.21 0.377
H 2.99 0.40 1.11 0.328
H 3.69 2.01 1.48 -0.001
H 2.46 3.60 -0.46 0.278
H 2.17 3.04 -2.18 0.392
H 1.41 2.17 -0.73 0.220
C -0.58 -11.68 -5.32 -0.678
O 0.16 -10.47 -5.22 -0.335
P -0.61 -9.15 -4.76 1.026
O -1.20 -9.22 -3.41 -0.669
O -1.64 -8.85 -5.94 -0.342
C -2.96 -9.37 -5.86 -0.695
O 0.48 -8.02 -4.97 -0.281
C 1.44 -7.82 -3.94 -0.591
H 0.10 -12.52 -5.16 0.276
H -1.37 -11.73 -4.56 0.344
H -1.03 -11.77 -6.31 0.241
H -3.18 -9.77 -4.87 0.360
H -3.08 -10.15 -6.61 0.265
H -3.66 -8.56 -6.08 0.266
H 2.44 -7.86 -4.38 0.269
H 1.37 -8.57 -3.16 0.390
H 1.29 -6.83 -3.51 0.156
C 3.97 4.05 7.88 -0.679
O 4.14 3.90 6.47 -0.381
P 2.85 4.07 5.54 0.888
O 2.20 5.38 5.60 -0.656
O 1.93 2.83 5.91 -0.309
C 0.93 2.98 6.91 -0.716
O 3.41 3.65 4.12 -0.098
C 4.09 4.63 3.35 -0.701
H 4.91 4.38 8.31 0.273
H 3.19 4.78 8.12 0.349
H 3.71 3.08 8.32 0.242
H 0.78 4.03 7.20 0.381
H 1.21 2.41 7.80 0.276
H -0.02 2.59 6.53 0.249
H 5.06 4.24 3.04 0.283
H 4.25 5.56 3.90 0.386
H 3.50 4.85 2.45 0.215
C -3.04 5.07 -1.22 -0.743
O -3.03 4.66 0.14 -0.185
P -2.61 3.15 0.47 0.870
O -1.24 2.79 0.07 -0.456
O -3.77 2.27 -0.15 -0.271
C -3.63 1.77 -1.48 -0.746
O -2.91 3.04 2.02 -0.299
C -1.92 3.52 2.94 -0.749
H -2.86 6.14 -1.27 0.280
H -2.26 4.56 -1.80 0.313
H -4.01 4.85 -1.66 0.265
H -2.61 1.91 -1.87 0.319
H -4.33 2.29 -2.14 0.291
H -3.86 0.71 -1.49 0.262
H -2.38 4.22 3.63 0.238
H -1.09 4.02 2.43 0.376
H -1.53 2.67 3.50 0.266
C -5.67 6.06 5.08 -0.600
O -7.04 5.74 4.85 -0.321
P -7.36 4.47 3.93 0.989
O -6.85 3.19 4.44 -0.646
O -6.85 4.89 2.48 -0.339
C -5.53 4.54 2.09 -0.753
O -8.93 4.56 3.76 -0.326
C -9.75 4.02 4.80 -0.677
H -5.60 6.58 6.04 0.309
H -5.05 5.17 5.12 0.291
H -5.32 6.73 4.29 0.223
H -5.06 3.84 2.79 0.370
H -4.92 5.45 2.04 0.297
H -5.56 4.08 1.11 0.287
H -10.46 4.78 5.12 0.267
H -9.17 3.69 5.66 0.339
H -10.30 3.17 4.40 0.252
```

The following is a DFT calculation (ωB97M-V/def2-TZVPD) of 5 unconnected molecules or ions with the total composition C25H57N4O5 at a distorted geometry.

For the energy above the lowest of the compared OMol25 structures with the same formula, charge and spin, the calculation gives 0.000 eV. The total charge is +1. The value obtained for the frontier orbital gap is 0.3124 Eh.

XYZ file:
```
91
Properties=species:S:1:pos:R:3:mulliken_charge:R:1
C -0.28 2.42 -7.38 -0.853
C 0.18 1.46 -6.55 -0.112
C -0.47 0.11 -6.61 -0.394
N -0.31 -0.73 -5.42 -0.189
C 0.06 -2.01 -5.49 -0.109
N 0.12 -2.58 -4.29 -0.723
C -0.25 -1.60 -3.46 0.604
N -0.34 -1.83 -2.15 -0.119
O -0.74 -0.93 -1.21 -0.307
N -0.50 -0.43 -4.10 0.616
C -0.91 0.89 -3.63 -1.286
C 0.23 1.77 -3.06 0.990
C 0.01 2.15 -1.58 -1.685
C 1.65 1.20 -3.22 -1.720
H 0.38 3.13 -7.84 0.288
H -1.35 2.46 -7.54 0.242
H 0.97 1.70 -5.85 0.335
H 0.01 -0.43 -7.42 0.317
H -1.52 0.22 -6.89 0.327
H 0.30 -2.51 -6.41 0.425
H -0.10 -2.76 -1.82 0.223
H -1.69 -0.80 -1.27 0.351
H -1.68 0.77 -2.88 0.382
H -1.37 1.40 -4.47 0.490
H 0.21 2.71 -3.61 0.515
H -1.05 2.15 -1.33 0.344
H 0.39 3.16 -1.44 0.468
H 0.54 1.48 -0.91 0.379
H 1.71 0.11 -3.13 0.256
H 2.16 1.52 -4.13 0.421
H 2.26 1.60 -2.41 0.497
C -0.04 -2.77 1.51 -0.917
C -0.86 -1.65 2.11 0.340
O -1.97 -2.08 2.86 -0.493
C -1.67 -2.91 3.98 -0.517
C -0.75 -2.25 4.99 -0.530
H -0.66 -3.42 0.90 0.286
H 0.77 -2.37 0.89 0.315
H 0.42 -3.39 2.28 0.292
H -1.27 -1.03 1.30 0.027
H -0.23 -0.98 2.71 -0.078
H -1.25 -3.87 3.65 0.310
H -2.63 -3.13 4.44 0.376
H 0.23 -2.04 4.57 -0.060
H -0.62 -2.90 5.86 0.493
H -1.18 -1.30 5.33 0.182
C 2.66 0.68 8.21 -1.039
C 2.79 1.90 7.31 -0.295
O 2.65 1.62 5.93 -0.461
C 1.42 1.06 5.53 0.053
C 0.21 1.94 5.82 -1.304
H 3.38 -0.09 7.91 0.269
H 2.84 0.95 9.25 0.395
H 1.66 0.24 8.15 0.257
H 3.78 2.33 7.43 0.360
H 2.08 2.68 7.62 0.301
H 1.29 0.06 5.98 0.186
H 1.49 0.91 4.45 0.233
H 0.07 2.09 6.90 0.302
H -0.70 1.48 5.43 0.396
H 0.34 2.92 5.36 0.354
C -5.65 4.65 -3.73 -1.152
C -4.47 3.88 -4.31 -0.313
O -4.16 2.68 -3.61 -0.355
C -5.19 1.71 -3.57 -0.331
C -5.62 1.21 -4.93 -1.012
H -5.48 4.87 -2.68 0.297
H -5.78 5.59 -4.27 0.403
H -6.58 4.08 -3.81 0.279
H -3.57 4.50 -4.24 0.333
H -4.62 3.68 -5.37 0.320
H -6.04 2.08 -3.00 0.365
H -4.78 0.87 -3.00 0.301
H -6.07 2.00 -5.53 0.288
H -6.36 0.41 -4.83 0.412
H -4.77 0.82 -5.49 0.179
C 5.57 -4.36 2.71 -1.190
C 4.08 -4.14 2.50 -0.241
O 3.48 -3.31 3.48 -0.414
C 4.00 -1.99 3.59 -0.135
C 3.86 -1.17 2.31 -0.874
H 5.76 -4.78 3.70 0.301
H 5.95 -5.06 1.96 0.410
H 6.14 -3.44 2.62 0.270
H 3.56 -5.09 2.56 0.378
H 3.89 -3.74 1.49 0.263
H 5.04 -2.01 3.92 0.321
H 3.43 -1.52 4.38 0.121
H 4.44 -1.59 1.49 0.374
H 4.20 -0.15 2.48 0.399
H 2.81 -1.15 2.00 -0.003
```

> Which formula does entry 2 have?

C25H57N4O5